A cluster of 7 separate species, C30H58BF10O13S in total at a distorted geometry, computed with ωB97M-V/def2-TZVPD.

CARTESIAN COORDINATES (ANGSTROEM)
H  -8.295  0.381  7.193
H  3.291  -5.458  -0.599
C  0.610  2.761  -3.515
H  2.305  -3.102  2.163
F  6.528  4.559  2.894
H  -1.433  -3.489  3.135
F  5.474  1.762  -0.910
C  2.468  2.867  -1.910
O  -7.170  -1.798  -0.208
C  -7.285  0.372  6.778
H  2.694  1.813  -2.082
H  -7.327  -1.034  -2.830
C  1.325  6.193  -6.583
O  -1.541  -2.488  0.519
O  5.977  -3.091  0.750
C  5.618  -4.187  -1.307
O  0.764  4.255  -7.986
H  -7.113  -1.760  6.764
C  1.503  2.104  -4.531
H  5.154  -7.494  0.776
H  7.184  -0.353  1.076
F  5.051  4.977  1.166
C  -6.563  -0.904  7.161
C  6.321  1.610  0.246
O  2.852  4.547  -7.310
H  -6.154  -2.231  -3.400
H  -5.672  -0.959  -2.258
F  8.225  3.959  1.356
H  -0.951  4.695  -6.874
H  -5.926  -3.134  -1.100
B  3.528  -0.568  0.929
O  -5.259  -0.957  6.566
H  1.893  6.249  -5.654
C  -2.353  -2.876  1.319
C  3.491  3.794  -2.528
C  -4.659  -2.788  2.180
O  -0.560  2.964  -3.761
H  -5.209  0.461  8.812
O  -8.644  -0.786  1.093
C  -1.027  5.670  -8.827
F  7.147  5.968  1.117
H  3.247  4.836  -2.306
H  2.465  3.007  -0.828
H  -2.852  -4.480  2.719
H  -2.106  5.839  -8.801
C  4.648  -7.099  -0.108
C  1.705  4.925  -7.297
H  -0.729  5.449  -9.855
H  3.513  3.700  -3.616
H  -7.591  -3.285  -1.618
H  6.567  -4.700  -1.472
O  1.139  3.189  -2.362
H  4.816  -4.742  -1.791
H  2.387  1.632  -4.107
F  7.659  1.703  -0.286
H  -4.736  -3.876  2.112
H  3.091  -6.137  1.000
O  1.404  -2.976  1.805
H  -5.405  -2.626  4.196
C  -6.474  -1.647  -2.535
O  -3.081  -0.573  6.588
H  -5.570  -2.385  1.731
H  2.964  -1.194  3.118
F  6.633  2.117  2.582
H  3.508  -1.583  0.298
H  1.808  2.848  -5.269
O  -3.572  -2.302  1.378
C  3.839  -5.869  0.252
C  1.119  -1.550  1.761
H  -3.467  0.512  8.877
H  4.489  3.576  -2.143
C  -1.994  -3.943  2.317
F  3.030  0.592  0.175
C  6.192  0.046  0.651
S  6.633  4.384  1.214
C  -0.643  4.528  -7.909
C  6.008  2.627  1.414
H  5.260  -1.329  2.132
C  -4.319  0.619  8.206
C  4.990  -0.323  1.644
C  2.448  -0.777  2.187
C  -4.163  -0.365  7.078
H  -10.395  -1.484  -0.642
H  6.070  -0.501  -0.353
H  0.275  6.247  -6.304
H  -6.504  -1.049  8.243
H  0.796  -1.251  0.716
F  4.608  2.722  1.579
H  -4.333  1.630  7.796
H  0.940  1.312  -5.026
H  -0.527  6.600  -8.547
O  4.667  -4.867  0.857
H  -4.504  -1.203  3.631
H  5.646  -3.207  -1.785
H  -6.757  1.258  7.138
H  -1.370  -4.684  1.818
F  6.630  4.348  -0.437
H  -3.638  -2.655  4.091
H  -9.411  -0.324  -1.568
H  -7.348  0.462  5.692
H  4.001  -7.876  -0.522
C  5.419  -3.987  0.170
H  0.244  -1.323  2.460
C  -9.413  -1.299  -1.079
C  -8.394  -1.295  0.027
H  -9.257  -2.077  -1.823
H  1.578  7.046  -7.215
H  4.813  0.397  2.508
C  -6.813  -2.558  -1.373
H  2.128  0.299  2.466
H  -1.148  3.618  -8.238
H  5.425  -6.872  -0.841
C  -4.547  -2.294  3.607

## Properties
**Relative energy (zero: lowest compared OMol25 entry of this formula, charge and spin)**: 0.0 kcal/mol
**Frontier orbital gap**: 6.2590 eV
**Charge**: -1
**E_LUMO**: 1.55 eV
**HOMO level**: -4.71 eV

=====

An isolated molecule of C5H15N2 at a distorted geometry, computed with ωB97M-V/def2-TZVPD.

CARTESIAN COORDINATES (ANGSTROEM)
H  0.192  -0.537  -2.625
H  -2.842  1.270  -2.117
H  0.375  1.226  2.897
H  -0.383  1.781  -1.751
H  1.449  0.212  -1.514
H  1.193  1.005  0.783
C  1.314  0.026  1.321
H  1.003  -1.939  -0.351
C  0.128  -1.369  -0.469
H  -0.677  -1.224  1.567
C  1.249  0.476  2.759
C  0.313  -0.238  -1.564
N  -0.624  0.850  -1.312
H  -2.573  -0.122  -1.220
N  -0.040  -0.605  0.956
H  -0.733  0.205  0.963
H  -0.786  -2.001  -0.704
H  1.951  1.280  2.890
H  1.034  -0.410  3.542
H  -1.715  0.229  -2.954
C  -1.976  0.643  -2.032
H  2.148  -0.755  0.936

## Properties
**Relative energy (zero: lowest compared OMol25 entry of this formula, charge and spin)**: 117.6 kcal/mol
**Frontier orbital gap (spin up / spin down)**: 3.7218 / 10.1984 eV
**Spin multiplicity**: 2
**E_LUMO (spin up / spin down)**: 0.79 / 0.68 eV
**HOMO level (spin up / spin down)**: -2.93 / -9.52 eV

=====

Which of these has the lowest relative energy (zero: lowest compared OMol25 entry of this formula, charge and spin)? C30H58BF10O13S